{"formula": "C27H20N2O4SiTa", "method": "ωB97M-V/def2-TZVPD", "relative_energy_ev": 0.727, "max_force_ev_per_a": 0.843, "e_lumo_ha": -0.226, "charge": 1, "symbols": ["Ta", "O", "C", "O", "C", "C", "C", "N", "C", "C", "C", "O", "O", "H", "H", "H", "C", "C", "C", "C", "C", "C", "C", "C", "N", "H", "H", "H", "H", "H", "H", "C", "C", "C", "C", "C", "C", "Si", "C", "C", "C", "C", "C", "C", "H", "H", "H", "H", "H", "H", "H", "H", "H", "H", "H"], "positions_angstrom": [[0.09246, 0.03453, 0.55757], [0.07124, -1.87139, -6.27174], [1.07561, -1.42417, -5.71232], [2.23367, -1.15627, -6.02690], [0.83887, -1.12826, -4.19192], [-0.21798, -1.74452, -3.51986], [-0.42384, -1.49262, -2.18844], [0.34599, -0.64252, -1.46384], [1.41082, -0.06130, -2.14126], [1.68640, -0.28751, -3.45443], [2.26301, 0.83259, -1.29120], [3.29491, 1.33736, -1.55874], [1.69228, 0.89970, -0.02825], [-0.87589, -2.39834, -4.07842], [-1.23173, -1.99628, -1.67401], [2.54382, 0.17047, -3.93173], [0.83690, -1.26012, 2.02337], [2.32116, -1.08297, 2.16520], [3.20882, -1.89921, 1.46807], [4.56987, -1.66507, 1.53612], [5.05441, -0.60885, 2.30616], [4.17407, 0.20006, 3.01773], [2.81356, -0.04055, 2.94574], [6.46947, -0.36013, 2.37730], [7.59871, -0.16300, 2.43558], [0.32400, -0.86899, 2.91802], [0.50860, -2.29813, 1.87979], [2.83813, -2.72415, 0.87086], [5.26251, -2.29623, 0.99685], [4.55878, 1.00839, 3.62385], [2.13267, 0.58622, 3.51248], [-4.71211, 2.21791, -2.59492], [-3.32696, 2.17172, -2.65714], [-2.63160, 1.27322, -1.86181], [-3.31220, 0.42023, -0.98450], [-4.70885, 0.47336, -0.94047], [-5.40168, 1.36837, -1.74058], [-2.41069, -0.74071, 0.14297], [-2.17265, 0.13528, 1.81228], [-2.22175, -0.33754, 3.12685], [-1.69880, 0.40489, 4.17988], [-1.03537, 1.61400, 3.96471], [-0.93692, 2.12110, 2.68008], [-1.50449, 1.38917, 1.62105], [-5.25721, 2.90858, -3.22386], [-2.78962, 2.81817, -3.33784], [-1.55123, 1.22352, -1.96294], [-5.26498, -0.18518, -0.28307], [-6.48211, 1.39833, -1.70154], [-2.85769, -2.14104, 0.20391], [-2.69096, -1.29137, 3.33411], [-1.79327, 0.02767, 5.19030], [-0.62283, 2.16344, 4.79972], [-0.46029, 3.07462, 2.49112], [-1.62703, 1.89352, 0.64008]], "forces_ev_per_a": [[0.64, -0.02, 0.03], [0.13, 0.03, -0.01], [-0.23, 0.12, 0.41], [0.28, -0.01, -0.30], [-0.24, -0.21, -0.05], [0.15, 0.12, 0.08], [-0.11, -0.18, -0.14], [0.50, 0.18, -0.09], [-0.09, 0.05, 0.42], [-0.07, -0.03, -0.03], [-0.04, -0.49, -0.12], [-0.18, 0.11, -0.05], [-0.78, 0.30, 0.11], [0.02, 0.02, -0.03], [0.04, 0.06, 0.08], [0.00, -0.03, -0.05], [0.03, -0.23, -0.04], [-0.01, -0.09, -0.04], [0.00, 0.01, -0.03], [0.01, -0.01, 0.00], [0.02, 0.00, 0.00], [-0.01, 0.02, 0.01], [0.03, 0.00, 0.01], [-0.04, -0.02, -0.01], [0.02, 0.01, 0.01], [-0.03, -0.01, -0.10], [0.05, 0.02, -0.01], [0.00, 0.00, 0.00], [0.00, 0.00, 0.00], [0.01, 0.00, 0.00], [0.00, -0.01, -0.01], [0.01, 0.00, 0.00], [0.02, 0.00, -0.01], [-0.06, -0.02, 0.00], [0.06, -0.15, -0.13], [-0.02, 0.05, -0.01], [-0.02, -0.02, 0.02], [0.01, 0.51, 0.16], [0.02, 0.23, -0.23], [-0.01, -0.09, 0.07], [-0.05, 0.01, -0.01], [-0.03, -0.04, -0.01], [-0.01, -0.10, 0.00], [-0.03, 0.03, -0.19], [0.00, 0.01, 0.00], [-0.01, 0.00, 0.00], [0.01, -0.02, 0.01], [0.00, -0.01, 0.00], [0.00, 0.00, 0.00], [-0.06, 0.00, 0.17], [-0.01, 0.00, 0.02], [0.00, 0.00, 0.00], [0.01, -0.01, 0.01], [-0.01, 0.01, -0.01], [0.08, -0.11, 0.12]], "nbo_charge": [2.108, -0.686, 0.726, -0.670, 0.083, -0.223, 0.077, -0.626, 0.056, -0.171, 0.761, -0.433, -0.791, 0.284, 0.207, 0.296, -0.911, -0.056, -0.208, -0.130, -0.147, -0.139, -0.177, 0.247, -0.239, 0.274, 0.286, 0.226, 0.248, 0.242, 0.202, -0.165, -0.214, -0.144, -0.526, -0.187, -0.177, 0.873, -0.419, -0.176, -0.127, -0.186, -0.135, -0.460, 0.237, 0.236, 0.185, 0.220, 0.234, -0.093, 0.249, 0.252, 0.255, 0.258, 0.294]}